--- one ---
# C44H37As2BiN5O4

A molecular structure, C44H37As2BiN5O4 (ωB97M-V/def2-TZVPD, the Open Molecules 2025 dataset).

Highest occupied orbital energy: -10.61 eV
Total charge: +1
Frontier orbital gap: 7.83 eV

Geometry (Å):
Bi (1.301, 0.238, 0.602)
O (5.331, 0.788, 1.005)
C (4.410, -0.001, 0.838)
N (3.555, 0.038, -0.225)
C (3.837, 1.172, -0.999)
O (4.262, 1.159, -2.124)
C (3.435, 2.465, -0.352)
C (4.189, 3.622, -0.456)
C (3.709, 4.769, 0.148)
C (2.482, 4.730, 0.801)
C (1.787, 3.539, 0.848)
N (2.271, 2.424, 0.294)
C (4.204, -1.144, 1.794)
C (5.307, -1.594, 2.504)
C (5.158, -2.688, 3.339)
C (3.909, -3.277, 3.437)
C (2.860, -2.731, 2.718)
N (2.985, -1.679, 1.907)
H (5.127, 3.593, -0.990)
H (4.277, 5.689, 0.109)
H (2.067, 5.610, 1.271)
H (0.818, 3.467, 1.318)
H (6.250, -1.083, 2.381)
H (5.999, -3.074, 3.898)
H (3.740, -4.143, 4.060)
H (1.881, -3.182, 2.796)
O (1.441, 0.979, 2.761)
N (0.416, 1.556, 3.279)
N (-0.528, 1.822, 2.485)
O (-0.459, 1.553, 1.192)
C (-1.732, 2.425, 2.979)
C (-2.771, 2.625, 2.085)
C (-3.950, 3.180, 2.560)
C (-4.076, 3.524, 3.897)
C (-3.018, 3.316, 4.772)
C (-1.832, 2.761, 4.323)
H (-2.662, 2.335, 1.050)
H (-4.773, 3.339, 1.877)
H (-4.998, 3.956, 4.260)
H (-3.115, 3.585, 5.815)
H (-1.008, 2.588, 4.997)
C (-0.148, -2.407, -0.961)
C (0.564, -1.798, -2.168)
As (0.715, 0.165, -2.340)
C (-1.076, 0.758, -2.763)
C (-1.892, 0.056, -3.646)
C (-3.189, 0.485, -3.879)
C (-3.672, 1.620, -3.242)
C (-2.852, 2.336, -2.383)
C (-1.555, 1.907, -2.145)
C (1.668, 0.287, -4.024)
C (2.872, -0.394, -4.182)
C (3.541, -0.333, -5.394)
C (3.020, 0.414, -6.440)
C (1.830, 1.106, -6.277)
C (1.149, 1.044, -5.070)
As (-1.777, -1.453, -0.304)
C (-3.059, -2.889, -0.553)
C (-3.362, -3.821, 0.433)
C (-4.269, -4.837, 0.173)
C (-4.872, -4.932, -1.071)
C (-4.574, -4.003, -2.058)
C (-3.675, -2.980, -1.797)
C (-1.581, -1.512, 1.634)
C (-0.517, -2.073, 2.323)
C (-0.437, -1.992, 3.709)
C (-1.445, -1.365, 4.421)
C (-2.525, -0.811, 3.743)
C (-2.585, -0.871, 2.361)
H (0.561, -2.586, -0.151)
H (-0.516, -3.394, -1.250)
H (0.122, -2.145, -3.105)
H (1.606, -2.131, -2.180)
H (-1.522, -0.828, -4.155)
H (-3.825, -0.062, -4.563)
H (-4.685, 1.952, -3.426)
H (-3.221, 3.232, -1.899)
H (-0.925, 2.459, -1.456)
H (3.308, -0.944, -3.359)
H (4.476, -0.862, -5.517)
H (3.547, 0.462, -7.384)
H (1.427, 1.695, -7.090)
H (0.216, 1.583, -4.953)
H (-2.897, -3.755, 1.411)
H (-4.504, -5.557, 0.946)
H (-5.578, -5.726, -1.271)
H (-5.050, -4.068, -3.028)
H (-3.466, -2.241, -2.563)
H (0.259, -2.589, 1.778)
H (0.412, -2.422, 4.226)
H (-1.393, -1.306, 5.500)
H (-3.315, -0.318, 4.294)
H (-3.420, -0.409, 1.843)

--- two ---
# C44H37As2BiN5O4

A molecular structure, C44H37As2BiN5O4 (ωB97M-V/def2-TZVPD, the Open Molecules 2025 dataset).

Highest occupied orbital energy: -10.92 eV
Total charge: +1
Frontier orbital gap: 8.25 eV

Geometry (Å):
Bi (0.164, 0.073, -0.504)
O (2.660, -3.241, -0.574)
C (2.211, -2.213, -1.000)
N (0.848, -1.919, -1.125)
C (-0.006, -2.852, -1.661)
O (0.322, -3.838, -2.279)
C (-1.460, -2.522, -1.447)
C (-2.415, -3.494, -1.695)
C (-3.733, -3.222, -1.365)
C (-4.049, -1.984, -0.821)
C (-3.043, -1.048, -0.663)
N (-1.776, -1.316, -0.979)
C (3.087, -1.093, -1.489)
C (4.315, -1.397, -2.059)
C (5.046, -0.373, -2.636)
C (4.559, 0.924, -2.556)
C (3.347, 1.139, -1.924)
N (2.599, 0.147, -1.442)
H (-2.089, -4.431, -2.121)
H (-4.496, -3.973, -1.521)
H (-5.057, -1.751, -0.509)
H (-3.243, -0.056, -0.273)
H (4.658, -2.422, -2.048)
H (5.982, -0.579, -3.137)
H (5.105, 1.758, -2.973)
H (2.966, 2.145, -1.796)
O (-0.739, -0.777, 1.393)
N (0.035, -1.028, 2.391)
N (1.243, -0.706, 2.253)
O (1.727, -0.142, 1.164)
C (2.156, -0.958, 3.332)
C (1.684, -1.416, 4.559)
C (2.590, -1.642, 5.579)
C (3.945, -1.409, 5.380)
C (4.399, -0.949, 4.154)
C (3.505, -0.718, 3.122)
H (0.627, -1.581, 4.697)
H (2.239, -2.000, 6.537)
H (4.645, -1.585, 6.185)
H (5.455, -0.771, 4.004)
H (3.835, -0.356, 2.160)
C (0.044, 3.207, -1.457)
C (0.156, 3.750, -0.017)
As (-0.312, 2.518, 1.484)
C (0.006, 3.841, 2.914)
C (-0.534, 5.122, 2.904)
C (-0.228, 6.013, 3.920)
C (0.608, 5.630, 4.960)
C (1.119, 4.342, 4.998)
C (0.820, 3.454, 3.975)
C (-2.272, 2.673, 1.478)
C (-2.984, 3.656, 0.796)
C (-4.370, 3.666, 0.810)
C (-5.062, 2.686, 1.509)
C (-4.364, 1.716, 2.213)
C (-2.975, 1.713, 2.200)
As (-1.667, 2.264, -1.838)
C (-2.605, 3.634, -2.920)
C (-3.860, 3.270, -3.407)
C (-4.571, 4.116, -4.241)
C (-4.051, 5.357, -4.576)
C (-2.835, 5.756, -4.044)
C (-2.117, 4.899, -3.220)
C (-1.171, 1.056, -3.307)
C (0.120, 0.849, -3.785)
C (0.393, -0.183, -4.676)
C (-0.625, -1.015, -5.112)
C (-1.926, -0.799, -4.670)
C (-2.189, 0.219, -3.770)
H (0.852, 2.505, -1.651)
H (0.183, 4.026, -2.161)
H (-0.453, 4.648, 0.085)
H (1.185, 4.058, 0.180)
H (-1.207, 5.426, 2.110)
H (-0.647, 7.011, 3.902)
H (0.861, 6.335, 5.741)
H (1.749, 4.029, 5.820)
H (1.220, 2.445, 3.993)
H (-2.469, 4.429, 0.237)
H (-4.908, 4.438, 0.274)
H (-6.144, 2.686, 1.512)
H (-4.902, 0.958, 2.768)
H (-2.429, 0.953, 2.748)
H (-4.282, 2.311, -3.128)
H (-5.533, 3.807, -4.630)
H (-4.592, 6.017, -5.240)
H (-2.436, 6.735, -4.272)
H (-1.170, 5.243, -2.825)
H (0.929, 1.511, -3.498)
H (1.405, -0.335, -5.030)
H (-0.407, -1.825, -5.794)
H (-2.730, -1.437, -5.013)
H (-3.202, 0.370, -3.414)

Decreasing stability: two, one

--- one ---
# C2H10NO2S

3 unconnected molecules or ions with the total composition C2H10NO2S (ωB97M-V/def2-TZVPD, the Open Molecules 2025 dataset).

Highest occupied orbital energy: -2.93 eV
Total charge: -1
Frontier orbital gap: 6.72 eV

Geometry (Å):
C (-0.286, 0.050, 1.190)
C (0.050, 1.470, 1.537)
S (1.667, 1.601, 2.406)
N (0.675, -0.505, 0.078)
H (-0.333, -0.611, 2.056)
H (-1.275, -0.068, 0.722)
H (0.187, 1.937, 0.536)
H (-0.878, 1.953, 1.888)
H (1.273, 0.321, 0.195)
H (1.198, -1.239, 0.545)
H (0.088, -2.770, -1.184)
H (0.979, -1.847, -1.723)
O (0.329, -2.497, -2.075)
H (-0.690, 0.303, -1.713)
H (-1.676, 1.350, -2.033)
O (-1.311, 0.551, -2.425)

--- two ---
# C2H10NO2S

3 unconnected molecules or ions with the total composition C2H10NO2S (ωB97M-V/def2-TZVPD, the Open Molecules 2025 dataset).

Highest occupied orbital energy: -2.77 eV
Total charge: -1
Frontier orbital gap: 6.36 eV

Geometry (Å):
C (-0.143, 0.949, -0.292)
C (-1.633, 1.345, -0.217)
S (-2.453, 1.357, -1.879)
N (0.228, -0.005, -1.346)
H (0.319, 1.927, -0.479)
H (0.138, 0.629, 0.726)
H (-2.203, 0.670, 0.436)
H (-1.685, 2.330, 0.235)
H (-0.445, -0.761, -1.207)
H (-0.151, 0.485, -2.153)
H (1.486, -0.936, 0.122)
H (2.540, -1.386, -0.841)
O (2.389, -1.234, 0.113)
H (0.609, -2.521, 1.943)
H (0.516, -0.990, 2.238)
O (0.488, -1.861, 2.600)

--- three ---
# C2H10NO2S

3 unconnected molecules or ions with the total composition C2H10NO2S (ωB97M-V/def2-TZVPD, the Open Molecules 2025 dataset).

Highest occupied orbital energy: -3.00 eV
Total charge: -1
Frontier orbital gap: 6.98 eV

Geometry (Å):
C (2.103, -0.348, -1.594)
C (1.210, -0.998, -0.517)
S (-0.586, -0.628, -0.847)
N (2.817, 0.848, -1.088)
H (1.425, 0.028, -2.354)
H (2.859, -1.047, -1.953)
H (1.381, -0.537, 0.455)
H (1.313, -2.069, -0.476)
H (2.841, 0.788, -0.078)
H (2.227, 1.664, -1.238)
H (-1.400, 1.118, 2.420)
H (-1.409, 2.235, 1.453)
O (-1.433, 2.082, 2.413)
H (-1.979, -0.930, 1.850)
H (-3.004, -0.697, 0.828)
O (-2.892, -0.617, 1.786)

--- four ---
# C2H10NO2S

3 unconnected molecules or ions with the total composition C2H10NO2S (ωB97M-V/def2-TZVPD, the Open Molecules 2025 dataset).

Highest occupied orbital energy: -2.94 eV
Total charge: -1
Frontier orbital gap: 6.71 eV

Geometry (Å):
C (-0.675, 1.513, 1.101)
C (-0.241, 0.735, -0.143)
S (1.043, -0.509, 0.262)
N (0.304, 2.514, 1.534)
H (-0.908, 0.792, 1.890)
H (-1.608, 2.045, 0.886)
H (0.125, 1.499, -0.847)
H (-1.065, 0.207, -0.591)
H (0.068, 3.405, 1.108)
H (1.214, 2.285, 1.120)
H (-1.486, -1.361, -2.911)
H (-1.515, -1.115, -1.454)
O (-2.125, -1.183, -2.206)
H (1.796, -3.003, 0.174)
H (2.985, -3.897, -0.134)
O (2.089, -3.927, 0.213)

Decreasing stability: four, three, two, one